DFT (ωB97M-V/def2-TZVPD) results for a 2-piece molecular cluster, C18H21F5N3O8 overall in a non-equilibrium geometry.

Geometry (Å):
C1 4.552 -3.045 1.074
C2 4.690 -2.031 -0.083
O1 4.504 -2.399 -1.176
O2 5.055 -0.710 0.124
C3 4.137 -0.020 0.972
C4 3.719 1.350 0.371
N1 4.613 2.505 0.477
C5 4.841 2.903 1.841
O3 5.442 2.337 2.641
F1 4.266 4.063 2.158
C6 5.838 2.370 -0.286
O4 6.021 3.078 -1.170
F2 6.760 1.470 0.020
C7 3.149 1.057 -1.088
N2 1.694 1.119 -0.763
C8 0.657 1.061 -1.848
C9 -0.416 0.031 -1.388
O5 -1.226 0.593 -0.360
C10 -1.143 -0.117 0.860
C11 -1.919 0.727 1.908
F3 -1.538 0.461 3.154
F4 -3.223 0.509 1.788
F5 -1.713 2.045 1.717
C12 1.682 2.281 0.190
O6 2.574 1.782 1.177
H1 4.066 -2.618 1.969
H2 5.553 -3.440 1.339
H3 3.995 -3.913 0.683
H4 3.210 -0.638 1.006
H5 4.509 0.082 2.009
H6 3.559 1.715 -1.873
H7 3.277 0.024 -1.467
H8 1.524 0.345 -0.107
H9 1.073 0.821 -2.838
H10 0.127 2.033 -1.831
H11 0.056 -0.916 -1.037
H12 -1.080 -0.266 -2.222
H13 -1.674 -1.093 0.832
H14 -0.107 -0.276 1.231
H15 2.223 3.056 -0.399
H16 0.707 2.669 0.520
C13 -8.233 -0.838 0.204
C14 -8.252 -0.920 -1.183
C15 -7.145 -1.399 -1.866
C16 -6.028 -1.796 -1.147
C17 -5.995 -1.713 0.235
C18 -7.103 -1.229 0.912
N3 -4.859 -2.326 -1.860
O7 -4.906 -2.369 -3.074
O8 -3.902 -2.692 -1.192
H17 -9.101 -0.468 0.735
H18 -9.133 -0.613 -1.731
H19 -7.166 -1.460 -2.945
H20 -5.121 -2.019 0.793
H21 -7.090 -1.161 1.993

spin multiplicity	1
total charge	+1
E	-1963.62162	Ha
highest occupied orbital energy	-11.9	eV
gap between HOMO and LUMO	8.95	eV

DFT (ωB97M-V/def2-TZVPD) results for C18H21N10PdS as an isolated structure in a non-equilibrium geometry.

Geometry (Å):
Pd1 -0.511 -0.186 -0.359
C1 -2.399 -3.367 4.325
C2 -1.096 -3.781 3.647
N1 -1.107 -3.540 2.207
C3 -1.110 -2.339 1.626
S1 -1.189 -2.372 -0.158
N2 -1.062 -1.240 2.330
N3 -0.874 -0.126 1.614
C4 -1.150 1.047 2.107
C5 -1.757 1.201 3.463
C6 -0.780 2.177 1.270
C7 -0.692 3.487 1.750
C8 -0.289 4.499 0.907
C9 0.031 4.199 -0.414
C10 -0.084 2.890 -0.832
N4 -0.488 1.910 -0.029
H1 -2.362 -3.607 5.387
H2 -3.241 -3.894 3.875
H3 -2.552 -2.296 4.213
H4 -0.917 -4.845 3.784
H5 -0.255 -3.237 4.082
H6 -1.243 -4.321 1.589
H7 -2.316 0.303 3.709
H8 -2.420 2.064 3.500
H9 -0.977 1.333 4.218
H10 -0.930 3.691 2.785
H11 -0.218 5.518 1.264
H12 0.350 4.968 -1.102
H13 0.147 2.610 -1.854
N5 -2.337 -0.277 -3.020
C11 -1.056 -0.201 -3.401
N6 -0.793 -0.152 -4.698
C12 0.499 -0.071 -5.023
N7 0.805 -0.011 -6.319
N8 1.516 -0.043 -4.140
C13 1.164 -0.104 -2.878
N9 -0.096 -0.172 -2.437
C14 2.223 -0.094 -1.849
C15 3.568 -0.096 -2.196
C16 4.518 -0.089 -1.191
C17 4.102 -0.075 0.132
C18 2.742 -0.076 0.396
N10 1.832 -0.088 -0.568
H14 -3.045 -0.384 -3.726
H15 -2.562 -0.437 -2.057
H16 0.063 -0.053 -6.995
H17 1.764 0.008 -6.613
H18 3.832 -0.104 -3.243
H19 5.572 -0.095 -1.432
H20 4.815 -0.065 0.944
H21 2.363 -0.067 1.411

spin multiplicity	3
expectation value of S²	2.011
total charge	+1
E	-1772.03376	Ha
highest occupied orbital energy (alpha / beta)	-9.4 / -10.8	eV
gap between HOMO and LUMO (alpha / beta)	6.34 / 6.72	eV

DFT (ωB97M-V/def2-TZVPD) results for C18H21N3O as an isolated structure in a non-equilibrium geometry.

Geometry (Å):
C1 -4.452 1.926 1.855
O1 -3.920 0.659 2.316
C2 -2.617 0.389 2.039
C3 -2.110 -0.887 2.407
C4 -0.794 -1.206 2.144
C5 0.101 -0.258 1.574
C6 1.517 -0.516 1.452
C7 2.433 0.482 1.608
C8 3.826 0.339 1.339
N1 4.972 0.256 1.093
C9 2.085 1.757 2.179
N2 1.828 2.801 2.651
C10 -0.457 0.963 1.110
C11 -1.762 1.321 1.390
H1 -5.499 1.907 2.152
H2 -3.940 2.768 2.342
H3 -4.371 2.015 0.763
H4 -2.791 -1.590 2.889
H5 -0.409 -2.193 2.410
H6 1.891 -1.637 1.161
H7 0.157 1.634 0.508
H8 -2.131 2.314 1.110
C12 2.805 -3.160 -2.070
C13 2.299 -2.101 -1.095
N3 2.361 -2.610 0.329
C14 3.792 -2.956 0.669
C15 4.354 -3.980 -0.311
C16 3.263 -4.413 -1.305
C17 2.059 -4.939 -0.492
C18 1.537 -3.857 0.452
H9 2.002 -3.409 -2.771
H10 3.635 -2.741 -2.646
H11 2.900 -1.181 -1.126
H12 1.253 -1.822 -1.284
H13 4.363 -2.025 0.652
H14 3.779 -3.333 1.701
H15 5.198 -3.531 -0.848
H16 4.735 -4.838 0.253
H17 3.637 -5.180 -1.992
H18 1.251 -5.246 -1.166
H19 2.361 -5.812 0.098
H20 1.601 -4.170 1.503
H21 0.495 -3.586 0.238

spin multiplicity	1
total charge	0
E	-937.90525	Ha
energy above the lowest of the compared OMol25 structures with the same formula, charge and spin	3.5112	eV
highest occupied orbital energy	-8.0	eV
gap between HOMO and LUMO	7.83	eV

> Among the records above, which one has the lowest total charge?

C18H21N3O

> Among the records above, which one has the highest E?

C18H21N3O